[1]
# C40H34N2O4P2Tl

C40H34N2O4P2Tl as an isolated structure (the ωB97M-V functional and the def2-TZVPD basis, the OMol25 dataset).

Last column: Mulliken charge in e.
Element x y z (Å)
Tl 1.09218 0.04108 1.62121  0.9092
P 0.60562 2.34287 -2.30978  0.0779
P -2.60846 1.26342 0.83176  1.0084
O -2.21730 2.36318 -1.81352  0.3371
O -1.39925 -3.32538 2.33102  -0.7523
O 3.57575 -3.74147 1.31354  -0.7875
O -0.70051 -1.53625 1.18407  -0.2313
N 1.90717 -2.15913 1.48206  -0.2733
N 3.30945 -0.47479 -0.14566  -0.1984
C 4.03977 -1.53867 0.55140  -0.6599
C -3.50757 -1.36145 0.75643  -0.7608
C 3.15242 4.88767 -4.27466  -0.6521
C 0.77267 0.52714 -2.53407  0.6091
C -4.49446 -1.24343 -1.83012  -0.5981
C 0.81289 -2.25214 -2.76431  -0.7993
C -4.04761 -0.08785 -1.20784  -0.3376
C 3.34915 2.46129 -2.95790  -0.4282
C 1.47046 -1.46284 -3.70334  -0.6901
C -2.83043 2.01728 4.82107  -0.7192
C -2.42157 1.90623 3.49887  -0.3421
C -3.94550 -2.51756 0.12590  -0.5590
C -4.06226 1.51235 5.20930  -0.4637
C -3.05156 3.20801 -1.12749  0.2972
C 1.44247 -0.08156 -3.59719  0.0013
C -0.68913 2.57605 -3.60054  0.3436
C -3.07736 2.54874 -4.05017  -0.2868
C 3.11509 -2.59586 1.17251  0.4521
C 0.11632 -1.65804 -1.72447  -0.5853
C -2.82816 2.64530 -5.40695  -0.8281
C 0.94347 -3.13123 1.95136  -0.7378
C 2.08878 3.03100 -3.13882  0.5939
C -4.42849 -2.46285 -1.17569  -0.5871
C -4.47812 0.79929 2.94941  0.0525
C -3.46619 4.42899 -1.63502  -0.7906
C 4.39786 4.29917 -4.10398  -0.4845
C -4.74099 4.80401 0.36558  -1.0215
C -4.29129 3.58883 0.87052  -0.7189
C -3.55149 -0.12809 0.09480  1.0625
C -0.46572 2.66345 -4.97458  -0.0246
C -4.88387 0.89940 4.27178  -0.7424
C 4.49130 3.08622 -3.43759  -0.5720
C 0.10092 -0.27168 -1.61290  0.2813
C -3.43095 2.76880 0.14923  0.3248
C -3.24422 1.30640 2.54738  -0.0135
C -4.31660 5.22666 -0.88016  -0.7690
C -0.51105 -2.63314 1.82867  0.1717
C -2.00809 2.53133 -3.16270  -0.4497
C 2.01324 4.26411 -3.78872  -0.6762
C -1.51926 2.71047 -5.87123  -0.8927
H 1.10102 -3.41362 2.99806  0.3361
H 3.43982 1.51681 -2.43629  0.2141
H -5.12004 0.31854 2.22124  0.4580
H -1.44702 2.27442 3.19780  0.4351
H 1.94636 0.52110 -4.34342  0.3783
H 2.00763 -1.92687 -4.52187  0.3770
H -0.38849 -2.23801 -0.96484  0.4672
H -4.08823 2.48699 -3.66764  0.5576
H -4.08611 0.84878 -1.74742  0.1473
H 4.73932 -2.08434 -0.08865  0.3024
H -5.41114 5.41729 0.95420  0.4012
H -3.18086 -1.42921 1.78375  0.3362
H -4.87894 -1.18777 -2.84225  0.4117
H -3.86186 -3.45852 0.65284  0.4070
H 5.45752 2.62073 -3.28749  0.4091
H 0.85044 -3.33140 -2.84211  0.3969
H -4.37714 1.58288 6.24312  0.3712
H -3.12613 4.75620 -2.60824  0.4888
H 1.02409 -4.06246 1.37953  0.3287
H 2.76019 -0.87121 -0.90233  -0.0235
H 4.62189 -1.08566 1.35965  0.3363
H -3.65597 2.65915 -6.10441  0.3973
H -5.84102 0.49206 4.57325  0.3932
H 3.94945 0.20102 -0.54449  0.1338
H 0.55187 2.68841 -5.34437  0.4413
H -4.75509 -3.36689 -1.67539  0.3646
H 3.06642 5.84017 -4.78287  0.3901
H -2.17848 2.48239 5.54990  0.4055
H -4.64081 6.18104 -1.27606  0.3847
H 1.04921 4.74222 -3.92000  0.4746
H -0.44770 0.18406 -0.79257  -0.2153
H -1.32162 2.77994 -6.93332  0.4247
H 5.28840 4.78558 -4.48114  0.3720
H -4.60586 3.27938 1.85860  0.4078

Forces on the atoms, in the same order (eV/Å):
0.1 0.0 0.0
0.0 0.0 0.0
-0.1 -0.1 -0.1
0.1 0.0 0.0
-0.1 -0.1 0.0
0.0 0.0 0.0
0.1 0.1 0.4
-0.2 0.0 0.1
0.0 0.0 0.0
0.0 0.0 0.0
-0.4 0.1 0.0
0.0 0.0 0.0
0.0 0.0 0.0
0.0 0.0 -0.2
0.0 0.0 0.0
0.0 0.1 0.1
0.0 0.0 0.0
0.0 0.0 0.0
0.0 0.0 0.0
0.0 0.0 0.0
0.0 0.1 -0.1
0.0 0.0 0.0
-0.1 0.0 0.2
0.0 0.0 0.0
0.0 0.0 0.0
0.0 0.0 0.0
0.0 0.1 0.0
0.0 0.0 0.0
0.0 0.0 0.0
0.0 0.0 0.0
0.0 0.0 0.0
0.0 0.0 0.1
0.0 0.0 0.0
0.0 0.0 0.0
0.0 0.0 0.0
0.0 0.0 0.1
0.0 0.1 0.0
0.3 -0.1 -0.1
0.0 0.0 0.0
0.0 0.0 0.0
0.0 0.0 0.0
0.0 0.0 0.0
-0.1 0.0 -0.1
0.0 0.0 0.0
0.0 0.0 -0.1
0.1 0.1 -0.2
0.0 0.0 0.0
0.0 0.0 0.0
0.0 0.0 0.0
0.0 0.0 0.0
0.0 0.0 0.0
0.0 0.0 0.0
0.0 0.0 0.0
0.0 0.0 0.0
0.0 0.0 0.0
0.0 0.0 0.0
0.0 0.0 0.0
0.0 0.0 0.0
0.0 0.0 0.0
0.0 0.0 0.0
0.3 -0.1 -0.1
0.0 0.0 0.0
0.0 0.0 0.0
0.0 0.0 0.0
0.0 0.0 0.0
0.0 0.0 0.0
0.0 0.0 0.0
0.0 0.0 0.0
0.0 0.0 0.0
0.0 0.0 0.0
0.0 0.0 0.0
0.0 0.0 0.0
0.0 0.0 0.0
0.0 0.0 0.0
0.0 0.0 0.0
0.0 0.0 0.0
0.0 0.0 0.0
0.0 0.0 0.0
0.0 0.0 0.0
0.0 0.0 0.0
0.0 0.0 0.0
0.0 0.0 0.0
0.0 0.0 0.0

Values from the calculation:
Kohn-Sham gap = 7.16 eV
spin multiplicity = 1
total charge = -1

---

[2]
# C24H21Br2N6OPtS2

C24H21Br2N6OPtS2 as an isolated structure (the ωB97M-V functional and the def2-TZVPD basis, the OMol25 dataset).

Last column: natural (NBO) charge in e.
Element x y z (Å)
Pt 0.11438 1.44321 0.06489  0.9859
Br 2.37885 4.35190 3.48721  0.3853
Br 5.37010 5.92523 -0.92484  0.4520
S 0.91985 -4.77224 -1.78645  0.3459
S -3.15129 0.52148 2.99702  0.4841
O 0.87048 2.87471 1.25406  -0.4622
N 0.32719 -0.43284 -0.57709  -0.4732
N -1.42086 0.86082 1.19393  -0.3991
N -0.79627 -6.79484 1.92094  -0.3693
N 1.51626 2.38048 -1.19083  -0.4633
N -2.61752 0.81526 0.51989  -0.2925
N -0.47476 0.66423 3.33936  -0.7618
C 1.06028 -5.85513 0.73903  -0.2587
C -0.74524 -1.22231 -0.78696  0.0442
C -0.60239 -2.54190 -1.14601  -0.2245
C -1.10651 -5.92480 -0.28541  -0.2660
C 2.56243 3.09234 -3.21110  -0.1990
C 2.78041 4.25160 1.71337  -0.0536
C -5.04536 0.61081 0.89338  -0.4635
C 3.41324 3.93028 -2.51463  -0.0269
C 4.03751 4.88709 -0.24984  0.1183
C 2.27540 3.24148 -0.55648  0.2079
C 0.67233 -3.09624 -1.28317  -0.0585
C -1.51520 0.69903 2.50330  0.2630
C 0.23172 -5.56516 -0.33238  -0.1623
C 0.48991 -6.47365 1.84623  0.0544
C 1.60278 2.30832 -2.54761  0.3326
C -1.57074 -6.53820 0.87317  0.0537
C 1.56679 -0.94456 -0.70783  0.0384
C 1.76999 -2.25881 -1.05464  -0.2452
C 1.90896 3.38412 0.85227  0.4689
C 3.25756 4.02328 -1.12673  -0.1979
C 3.80236 4.96097 1.14507  -0.3039
C -5.77318 1.91763 1.22628  -0.5984
C 0.70394 1.43110 -3.34862  -0.6774
C -3.61493 0.65244 1.31160  0.1297
H -1.48650 -3.13731 -1.32698  0.2656
H -6.80760 1.85115 0.89641  0.2532
H 2.62834 3.02554 -4.28787  0.2772
H 0.46388 0.75034 2.99380  0.4117
H 2.39723 -0.27721 -0.52362  0.2134
H 2.11753 -5.62845 0.71393  0.2356
H -0.60410 0.51540 4.32617  0.4413
H 0.88164 0.38310 -3.13137  0.2633
H -1.71802 -0.75380 -0.70067  0.2514
H -0.34386 1.64813 -3.12975  0.2685
H -5.30778 2.76398 0.72244  0.2181
H 2.77908 -2.63693 -1.14698  0.2685
H 4.42187 5.61058 1.74952  0.2972
H 1.10031 -6.72258 2.70641  0.2157
H -5.53468 -0.22896 1.39068  0.2490
H -2.60771 -6.84255 0.95263  0.2165
H -1.76647 -5.76566 -1.12797  0.2352
H -5.06288 0.41605 -0.17853  0.2522
H -5.78057 2.11146 2.29949  0.2170
H 4.15273 4.52109 -3.03930  0.2733
H 0.87908 1.58951 -4.40882  0.2692

Forces on the atoms, in the same order (eV/Å):
0.8 -0.9 -0.6
0.0 0.0 0.1
-0.1 -0.1 0.0
0.2 0.0 0.1
0.0 0.0 0.0
-0.4 1.2 0.8
-0.9 -0.3 -0.5
0.1 0.0 0.5
0.0 0.0 0.1
-1.0 -1.1 -1.1
0.0 0.2 -0.1
-0.1 0.1 0.0
0.0 0.0 0.0
0.1 -0.2 -0.2
0.0 -0.1 0.1
0.0 0.0 0.0
0.0 -0.1 0.3
-0.2 -0.2 -0.1
0.0 0.0 0.0
-0.2 -0.1 0.0
0.0 0.0 0.0
0.2 0.4 1.1
0.0 0.1 0.0
-0.1 -0.1 0.0
-0.2 0.0 -0.1
0.0 0.0 0.0
0.4 0.1 -0.3
0.0 0.0 -0.1
-0.1 0.0 -0.1
0.0 0.0 -0.1
1.0 1.1 0.2
0.5 0.4 -0.2
-0.2 -0.2 -0.1
0.0 0.0 0.0
-0.1 0.1 0.2
0.0 0.0 0.1
0.0 0.0 0.0
0.0 0.0 0.0
0.0 0.0 0.0
0.0 -0.1 0.0
0.0 0.0 0.0
0.0 0.0 0.0
0.0 0.0 0.0
0.0 -0.2 0.1
0.1 -0.1 0.0
0.0 0.0 0.0
0.0 0.0 0.0
0.0 0.0 0.0
0.0 0.0 0.0
0.0 0.0 0.0
0.0 0.0 0.0
0.0 0.0 0.0
0.0 0.0 0.0
0.0 0.0 0.0
0.0 0.0 0.0
0.0 0.0 0.0
0.0 0.0 0.0

Values from the calculation:
Kohn-Sham gap (spin up / spin down) = 2.70 / 2.70 eV
spin multiplicity = 1
total charge = +3

---

Record-wise max |F| values, in eV Å⁻¹: 0.5, 1.9